## A
{
  "formula": "C21H27N3O5S",
  "method": "the ωB97M-V functional and the def2-TZVPD basis",
  "symbols": ["C", "O", "C", "C", "N", "C", "O", "C", "N", "C", "O", "C", "C", "C", "C", "O", "C", "C", "O", "N", "C", "C", "C", "C", "C", "C", "C", "C", "C", "S", "H", "H", "H", "H", "H", "H", "H", "H", "H", "H", "H", "H", "H", "H", "H", "H", "H", "H", "H", "H", "H", "H", "H", "H", "H", "H", "H"],
  "xyz": [[-0.760, -2.164, -3.411], [0.064, -1.018, -3.367], [0.495, -0.650, -2.087], [-0.595, 0.081, -1.272], [-0.207, 0.236, 0.115], [-0.211, -0.760, 1.022], [0.434, -0.698, 2.061], [-1.160, -1.936, 0.783], [-2.515, -1.503, 1.033], [-3.460, -1.429, 0.067], [-3.261, -1.771, -1.087], [-4.747, -0.897, 0.524], [-5.909, -0.695, -0.177], [-6.829, -0.145, 0.739], [-6.165, -0.050, 1.925], [-4.910, -0.500, 1.810], [0.455, 1.491, 0.492], [1.909, 1.466, -0.029], [2.314, 2.103, -0.978], [2.657, 0.614, 0.687], [4.024, 0.278, 0.352], [4.942, 0.428, 1.578], [5.102, -0.991, 2.115], [5.199, -1.821, 0.839], [4.137, -1.203, -0.073], [-0.373, 2.652, 0.055], [-0.059, 3.744, -0.687], [-1.151, 4.627, -0.857], [-2.279, 4.194, -0.245], [-2.042, 2.695, 0.566], [-0.958, -2.348, -4.464], [-0.239, -3.031, -2.985], [-1.709, -2.023, -2.887], [1.346, 0.019, -2.243], [0.841, -1.534, -1.525], [-1.538, -0.459, -1.351], [-0.742, 1.073, -1.700], [-0.887, -2.723, 1.492], [-1.118, -2.326, -0.234], [-2.732, -1.162, 1.957], [-6.064, -0.919, -1.212], [-7.842, 0.141, 0.543], [-6.470, 0.309, 2.889], [0.501, 1.481, 1.591], [2.225, 0.095, 1.443], [4.309, 0.959, -0.453], [5.911, 0.816, 1.264], [4.517, 1.115, 2.309], [4.218, -1.282, 2.684], [5.976, -1.100, 2.756], [6.189, -1.701, 0.398], [5.027, -2.882, 1.011], [4.389, -1.304, -1.127], [3.175, -1.692, 0.090], [0.917, 3.902, -1.106], [-1.092, 5.543, -1.417], [-3.246, 4.655, -0.214]],
  "nbo_charge": [-0.2630, -0.5305, -0.0696, -0.2852, -0.4221, 0.6835, -0.6585, -0.3189, -0.5949, 0.6408, -0.6356, 0.1465, -0.2303, -0.3160, 0.1184, -0.3993, -0.1766, 0.6841, -0.6369, -0.6193, -0.0658, -0.4092, -0.4042, -0.4015, -0.4135, -0.2007, -0.2359, -0.2555, -0.4023, 0.4082, 0.1943, 0.1573, 0.1946, 0.2081, 0.1464, 0.2430, 0.2347, 0.2273, 0.2475, 0.4144, 0.2464, 0.2349, 0.2080, 0.2579, 0.4258, 0.2374, 0.2074, 0.2181, 0.1962, 0.2132, 0.1970, 0.2117, 0.2195, 0.2032, 0.2595, 0.2251, 0.2347],
  "homo_lumo_gap_ev": 9.361,
  "e_homo_ev": -8.802,
  "spin_multiplicity": 1,
  "total_charge": 0,
  "smiles": "COCCN(C(=O)CNC(=O)c1ccco1)[C@@H](C(=O)NC1CCCC1)c1cccs1"
}

## B
{
  "formula": "C21H27N3O5S",
  "method": "the ωB97M-V functional and the def2-TZVPD basis",
  "symbols": ["C", "C", "N", "C", "C", "C", "C", "N", "C", "O", "C", "C", "C", "C", "N", "S", "O", "O", "C", "C", "C", "C", "C", "C", "O", "C", "C", "O", "C", "C", "H", "H", "H", "H", "H", "H", "H", "H", "H", "H", "H", "H", "H", "H", "H", "H", "H", "H", "H", "H", "H", "H", "H", "H", "H", "H", "H"],
  "xyz": [[-3.704, -2.330, -3.786], [-2.818, -1.135, -3.436], [-2.886, -0.120, -4.475], [-4.016, 0.779, -4.290], [-4.309, 1.613, -5.532], [-1.634, 0.520, -4.804], [-1.101, 1.594, -3.826], [-0.801, 1.072, -2.516], [-1.597, 1.307, -1.445], [-2.556, 2.056, -1.489], [-1.217, 0.567, -0.208], [-2.231, 0.216, 0.679], [-1.950, -0.490, 1.829], [-0.634, -0.842, 2.132], [-0.342, -1.527, 3.299], [1.019, -2.489, 3.533], [0.677, -3.302, 4.661], [1.406, -3.122, 2.309], [2.252, -1.293, 4.011], [2.033, -0.526, 5.140], [2.974, 0.416, 5.507], [4.134, 0.581, 4.754], [4.366, -0.238, 3.638], [3.405, -1.170, 3.266], [5.515, -0.153, 2.905], [6.547, 0.557, 3.558], [5.994, 1.846, 4.161], [5.016, 1.547, 5.136], [0.389, -0.458, 1.268], [0.096, 0.229, 0.107], [-3.427, -2.720, -4.761], [-3.580, -3.113, -3.042], [-4.752, -2.046, -3.815], [-3.114, -0.738, -2.453], [-1.787, -1.490, -3.354], [-3.881, 1.438, -3.417], [-4.884, 0.148, -4.090], [-5.275, 2.098, -5.422], [-3.560, 2.386, -5.684], [-4.337, 0.973, -6.411], [-1.748, 0.999, -5.780], [-0.880, -0.266, -4.911], [-1.842, 2.381, -3.685], [-0.194, 2.033, -4.255], [-0.104, 0.348, -2.456], [-3.245, 0.501, 0.442], [-2.745, -0.773, 2.502], [-1.129, -1.822, 3.855], [1.134, -0.674, 5.714], [2.836, 1.045, 6.371], [3.568, -1.801, 2.407], [7.305, 0.764, 2.802], [6.979, -0.062, 4.355], [6.773, 2.415, 4.670], [5.550, 2.458, 3.365], [1.406, -0.716, 1.507], [0.909, 0.529, -0.539]],
  "nbo_charge": [-0.6076, -0.2056, -0.4642, -0.2281, -0.6167, -0.2120, -0.2569, -0.6119, 0.6663, -0.6338, -0.1748, -0.1361, -0.2570, 0.1645, -0.8551, 2.3206, -0.9307, -0.9221, -0.3516, -0.1766, -0.2349, 0.2325, 0.2773, -0.2355, -0.4886, -0.0994, -0.0985, -0.4743, -0.2084, -0.1776, 0.2083, 0.2050, 0.2002, 0.1726, 0.1862, 0.1954, 0.1929, 0.2142, 0.1970, 0.2097, 0.2017, 0.1893, 0.2326, 0.1950, 0.3929, 0.2365, 0.2121, 0.4234, 0.2353, 0.2348, 0.2549, 0.2071, 0.1837, 0.2068, 0.1838, 0.2145, 0.2108],
  "homo_lumo_gap_ev": 8.583,
  "e_homo_ev": -8.055,
  "spin_multiplicity": 1,
  "total_charge": 0,
  "smiles": "CCN(CC)CCNC(=O)c1ccc(NS(=O)(=O)c2ccc3c(c2)OCCO3)cc1"
}

Stability order, top to bottom: A, B

## A
{
  "formula": "C4H7PS",
  "method": "the ωB97M-V functional and the def2-TZVPD basis",
  "symbols": ["S", "C", "C", "C", "C", "P", "H", "H", "H", "H", "H", "H", "H"],
  "xyz": [[2.886, 0.650, 0.620], [1.473, 0.093, 0.050], [0.278, 1.201, -0.307], [-0.978, 0.375, 0.190], [-0.880, -1.084, -0.369], [0.968, -1.588, -0.158], [0.437, 2.256, 0.197], [0.242, 1.314, -1.452], [-0.779, 0.588, 1.217], [-2.005, 0.878, 0.003], [-1.517, -1.837, 0.196], [-1.056, -1.219, -1.436], [0.932, -1.628, 1.249]],
  "nbo_charge": [0.0664, -0.4363, -0.4540, -0.4316, -0.6661, 0.5642, 0.2432, 0.2141, 0.2156, 0.2190, 0.2406, 0.2264, -0.0015],
  "homo_lumo_gap_ev": 8.095,
  "e_homo_ev": -8.350,
  "spin_multiplicity": 1,
  "total_charge": 0,
  "smiles": "S=C1CCCP1"
}

## B
{
  "formula": "C4H7PS",
  "method": "the ωB97M-V functional and the def2-TZVPD basis",
  "symbols": ["C", "C", "C", "C", "P", "S", "H", "H", "H", "H", "H", "H", "H"],
  "xyz": [[-0.815, 1.580, -0.630], [-0.948, -0.830, -0.104], [-0.100, 0.404, -0.140], [1.352, 0.201, -0.558], [-2.687, -0.151, -0.546], [-0.425, 1.741, 1.096], [-0.571, 2.418, -1.348], [-0.448, -1.410, -0.969], [-0.803, -1.353, 0.874], [1.355, -0.244, -1.583], [1.862, -0.448, 0.118], [1.771, 1.203, -0.499], [-2.945, 0.307, 0.700]],
  "nbo_charge": [-0.3877, -0.7031, -0.1360, -0.6265, 0.4090, 0.1317, 0.2450, 0.2288, 0.2391, 0.2107, 0.2184, 0.2255, -0.0548],
  "homo_lumo_gap_ev": 7.382,
  "e_homo_ev": -7.859,
  "spin_multiplicity": 1,
  "total_charge": 0
}

## C
{
  "formula": "C4H7PS",
  "method": "the ωB97M-V functional and the def2-TZVPD basis",
  "symbols": ["C", "C", "P", "H", "H", "H", "C", "C", "S", "H", "H", "H", "H"],
  "xyz": [[-0.164, 2.909, 0.658], [-1.331, 2.716, 1.033], [-2.936, 2.124, 1.311], [0.843, 3.107, 0.388], [-2.775, 1.266, 0.193], [-2.471, 1.198, 2.249], [0.716, -0.092, -0.181], [-0.181, -1.205, -0.488], [-1.189, -1.405, -1.698], [1.727, -0.476, -0.539], [0.451, 0.851, -0.814], [0.824, 0.187, 0.814], [0.004, -1.975, 0.333]],
  "nbo_charge": [-0.2153, -0.3766, 0.3490, 0.2379, 0.0100, -0.0066, -0.6870, -0.2635, 0.0659, 0.2440, 0.2266, 0.2328, 0.1830],
  "homo_lumo_gap_ev": 8.746,
  "e_homo_ev": -8.747,
  "spin_multiplicity": 1,
  "total_charge": 0,
  "smiles": "C#CP.CC=S"
}

Stability order, top to bottom: A, B, C

## A
{
  "formula": "C5H5Cl",
  "method": "the ωB97M-V functional and the def2-TZVPD basis",
  "symbols": ["C", "C", "Cl", "H", "C", "C", "C", "H", "H", "H", "H"],
  "xyz": [[1.212, 2.268, -1.776], [0.338, 1.453, -1.939], [-0.879, 0.368, -2.149], [1.979, 2.992, -1.559], [0.677, 0.296, 1.058], [-0.087, -0.649, 1.061], [-1.013, -1.710, 1.124], [1.349, 1.058, 0.811], [-1.603, -1.707, 2.027], [-0.372, -2.652, 1.114], [-1.601, -1.717, 0.228]],
  "nbo_charge": [-0.2670, -0.1074, 0.1300, 0.2486, -0.2604, 0.0016, -0.6953, 0.2334, 0.2418, 0.2379, 0.2368],
  "homo_lumo_gap_ev": 10.456,
  "e_homo_ev": -9.716,
  "spin_multiplicity": 1,
  "total_charge": 0,
  "smiles": "C#CCl.C#CC"
}

## B
{
  "formula": "C5H5Cl",
  "method": "the ωB97M-V functional and the def2-TZVPD basis",
  "symbols": ["C", "C", "Cl", "H", "C", "C", "C", "H", "H", "H", "H"],
  "xyz": [[-1.575, 1.097, -0.990], [-2.303, 0.587, -0.188], [-3.403, -0.092, 0.776], [-1.187, 1.532, -1.883], [1.020, 0.593, 1.712], [1.086, -0.127, 0.748], [1.368, -1.065, -0.380], [1.005, 1.436, 2.262], [0.377, -1.525, -0.456], [2.045, -1.872, -0.365], [1.566, -0.564, -1.235]],
  "nbo_charge": [-0.2523, -0.1306, 0.1414, 0.2424, -0.2630, 0.0240, -0.6824, 0.2178, 0.2380, 0.2379, 0.2269],
  "homo_lumo_gap_ev": 10.496,
  "e_homo_ev": -9.681,
  "spin_multiplicity": 1,
  "total_charge": 0,
  "smiles": "C#CCl.C#CC"
}

Stability order, top to bottom: A, B

## A
{
  "formula": "C4H5ClS",
  "method": "the ωB97M-V functional and the def2-TZVPD basis",
  "symbols": ["C", "C", "C", "S", "C", "Cl", "H", "H", "H", "H", "H"],
  "xyz": [[0.466, -1.415, 1.598], [-0.456, -0.530, 1.275], [-0.405, 0.441, 0.238], [-1.656, 1.393, 0.122], [0.791, 0.649, -0.446], [1.257, -0.898, -1.348], [0.352, -2.178, 2.397], [1.451, -1.583, 1.313], [-1.429, -0.410, 1.921], [1.564, 0.739, 0.298], [0.816, 1.545, -0.955]],
  "nbo_charge": [-0.3130, -0.2733, -0.1829, 0.1239, -0.3895, -0.0763, 0.2032, 0.2039, 0.2349, 0.2303, 0.2389],
  "homo_lumo_gap_ev": 8.041,
  "e_homo_ev": -9.045,
  "spin_multiplicity": 1,
  "total_charge": 0,
  "smiles": "C=CC(=S)CCl"
}

## B
{
  "formula": "C4H5ClS",
  "method": "the ωB97M-V functional and the def2-TZVPD basis",
  "symbols": ["C", "C", "S", "C", "C", "Cl", "H", "H", "H", "H", "H"],
  "xyz": [[1.433, 0.900, -0.030], [0.660, -0.244, -0.053], [1.221, -1.679, -0.062], [-0.805, 0.066, -0.006], [-1.696, -0.976, 0.078], [-3.218, -0.545, -0.081], [1.996, 0.821, 0.980], [2.115, 0.731, -1.019], [0.813, 1.818, -0.110], [-1.002, 1.106, 0.055], [-1.517, -1.998, 0.248]],
  "nbo_charge": [-0.6787, -0.1576, 0.0299, -0.2981, -0.1832, 0.0979, 0.2642, 0.2588, 0.2113, 0.2135, 0.2420],
  "homo_lumo_gap_ev": 7.933,
  "e_homo_ev": -8.520,
  "spin_multiplicity": 1,
  "total_charge": 0,
  "smiles": "CC(=S)/C=C/Cl"
}

## C
{
  "formula": "C4H5ClS",
  "method": "the ωB97M-V functional and the def2-TZVPD basis",
  "symbols": ["S", "C", "C", "C", "C", "Cl", "H", "H", "H", "H", "H"],
  "xyz": [[2.858, -1.061, -0.023], [1.972, 0.170, -0.669], [0.558, 0.390, -0.398], [-0.202, -0.289, 0.536], [-1.640, 0.039, 0.650], [-2.455, -0.999, -0.564], [2.516, 0.771, -1.414], [0.050, 1.169, -0.991], [0.242, -1.143, 1.020], [-1.761, 1.064, 0.285], [-2.138, -0.112, 1.568]],
  "nbo_charge": [0.0221, -0.2884, -0.2811, -0.0964, -0.3999, -0.0603, 0.2153, 0.2079, 0.2314, 0.2189, 0.2304],
  "homo_lumo_gap_ev": 7.643,
  "e_homo_ev": -8.839,
  "spin_multiplicity": 1,
  "total_charge": 0,
  "smiles": "S=C/C=C/CCl"
}

Stability order, top to bottom: C, A, B

## A
{
  "formula": "C3H12N4O",
  "method": "the ωB97M-V functional and the def2-TZVPD basis",
  "symbols": ["C", "C", "N", "C", "O", "H", "H", "H", "H", "H", "H", "H", "N", "N", "N", "H", "H", "H", "H", "H"],
  "xyz": [[-0.946, 0.357, -2.355], [-1.052, 0.683, 1.596], [-0.325, 0.905, -1.152], [-0.585, -0.197, 0.455], [-1.196, -1.225, 0.144], [-0.769, 1.770, -0.857], [-1.950, 0.758, -2.509], [-1.045, -0.723, -2.251], [-0.331, 0.567, -3.232], [-0.383, 1.523, 1.783], [-1.130, 0.086, 2.506], [-2.045, 1.063, 1.342], [1.064, -0.370, 0.462], [1.796, 0.239, 1.492], [1.477, -1.691, 0.186], [0.731, 0.523, -0.832], [2.776, 0.191, 1.218], [1.727, -0.344, 2.326], [1.462, -1.806, -0.827], [0.725, -2.310, 0.505]],
  "nbo_charge": [-0.4258, -0.7173, -0.7912, 0.6869, -0.7051, 0.3928, 0.1999, 0.2166, 0.1920, 0.2351, 0.2388, 0.2259, -0.2787, -0.6492, -0.6740, 0.4627, 0.3583, 0.3264, 0.3473, 0.3588],
  "homo_lumo_gap_ev": 9.853,
  "e_homo_ev": -8.911,
  "spin_multiplicity": 1,
  "total_charge": 0
}

## B
{
  "formula": "C3H12N4O",
  "method": "the ωB97M-V functional and the def2-TZVPD basis",
  "symbols": ["N", "C", "N", "N", "O", "H", "H", "H", "H", "H", "C", "C", "N", "H", "H", "H", "H", "H", "H", "H"],
  "xyz": [[-2.237, 0.486, -0.674], [-1.090, 0.512, -1.387], [-0.611, 1.755, -1.587], [-0.449, -0.591, -1.717], [0.507, -0.302, -2.719], [-2.497, -0.461, -0.423], [-2.207, 1.089, 0.139], [-1.318, 2.466, -1.712], [0.115, 1.741, -2.297], [0.569, -1.149, -3.192], [0.113, -1.234, 2.016], [0.795, -0.143, 1.208], [2.179, 0.030, 1.659], [0.627, -2.196, 1.908], [-0.913, -1.374, 1.658], [0.065, -0.982, 3.082], [0.267, 0.804, 1.366], [0.748, -0.371, 0.039], [2.703, -0.833, 1.525], [2.633, 0.755, 1.107]],
  "nbo_charge": [-0.8082, 0.5250, -0.8252, -0.3055, -0.6239, 0.3952, 0.3806, 0.3880, 0.4098, 0.4821, -0.6140, -0.2338, -0.8449, 0.2005, 0.1984, 0.2089, 0.1716, 0.1938, 0.3474, 0.3543],
  "homo_lumo_gap_ev": 8.999,
  "e_homo_ev": -8.134,
  "spin_multiplicity": 1,
  "total_charge": 0,
  "smiles": "NC(N)=NO.CCN"
}

Stability order, top to bottom: B, A